Record 1
This record from OMol25 describes a molecular structure, C17H33BN3O6Pt at a distorted geometry. The level of theory is wB97M-V/def2-TZVPD.

Computed properties:
Gap between HOMO and LUMO (alpha / beta) in eV: 8.15 / 8.14
Total charge: +1
Relative energy (zero: lowest compared OMol25 entry of this formula, charge and spin) in kcal/mol: 30.4
Highest occupied orbital energy (alpha / beta) in eV: -10.9 / -10.9

Each line ends with the Mulliken charge.
Positions of all 61 atoms, in Å:
Pt 0.425 0.719 0.080  0.84
C 3.628 -0.258 0.209  -0.84
O 2.635 0.343 1.036  -0.26
C 2.497 -0.334 2.283  -0.21
C 1.502 0.432 3.096  -0.70
O 0.227 0.111 2.559  -0.28
C -0.841 0.880 3.102  -0.64
C -2.097 0.523 2.358  -0.60
O -2.038 1.104 1.063  -0.16
C -3.067 0.618 0.216  -0.67
H 4.608 -0.173 0.683  0.37
H 3.400 -1.311 0.028  0.21
H 3.636 0.283 -0.734  0.27
H 2.127 -1.347 2.109  -0.03
H 3.462 -0.381 2.796  0.59
H 1.560 0.152 4.151  0.50
H 1.687 1.507 2.994  0.20
H -0.966 0.643 4.162  0.43
H -0.627 1.948 2.995  0.27
H -2.163 -0.569 2.275  0.27
H -2.975 0.893 2.895  0.48
H -4.050 0.762 0.674  0.38
H -3.019 1.185 -0.711  0.20
H -2.925 -0.445 -0.002  0.12
C 0.743 5.724 0.666  -0.90
N 0.144 4.807 -0.310  0.15
C -0.525 5.241 -1.411  0.01
C -1.044 4.389 -2.320  -1.15
C -0.829 2.998 -2.096  1.00
N -0.174 2.593 -1.020  -0.24
C 0.288 3.452 -0.087  0.15
O 0.818 3.004 0.933  -0.78
N -1.272 2.061 -2.940  -0.28
H 0.598 6.743 0.322  0.32
H 1.804 5.513 0.763  0.31
H 0.277 5.591 1.639  0.30
H -0.623 6.313 -1.513  0.36
H -1.586 4.747 -3.182  0.38
H -1.692 2.310 -3.817  0.22
H -1.031 1.095 -2.768  0.14
C -1.774 -3.561 -1.994  -1.79
C -0.379 -3.020 -1.745  1.70
C 0.524 -3.354 -2.920  -2.06
O -0.470 -1.566 -1.684  -0.09
B 0.206 -1.136 -0.580  0.14
O 0.714 -2.144 0.194  -0.02
C 0.231 -3.413 -0.339  1.68
C 1.408 -4.364 -0.403  -1.97
C -0.800 -3.932 0.650  -2.03
H -2.074 -3.328 -3.016  0.44
H -2.499 -3.113 -1.316  0.29
H -1.800 -4.645 -1.870  0.37
H 0.088 -2.938 -3.828  0.52
H 0.624 -4.433 -3.045  0.42
H 1.517 -2.919 -2.793  0.30
H 2.232 -3.946 -0.979  0.34
H 1.114 -5.317 -0.849  0.42
H 1.762 -4.558 0.610  0.43
H -1.630 -3.232 0.758  0.22
H -0.324 -4.043 1.625  0.51
H -1.192 -4.902 0.345  0.45

=====

Record 2
This record from OMol25 describes a molecular structure, C17H33BN6PtSi2 at a distorted geometry. The level of theory is wB97M-V/def2-TZVPD.

Computed properties:
Multiplicity: 5
Gap between HOMO and LUMO (alpha / beta) in eV: 8.43 / 5.25
Total charge: +2
Relative energy (zero: lowest compared OMol25 entry of this formula, charge and spin) in kcal/mol: 0.0
Highest occupied orbital energy (alpha / beta) in eV: -14.2 / -15.4

Each line ends with the Mulliken charge.
Positions of all 60 atoms, in Å:
H -4.022 -1.343 -1.334  0.41
N -2.099 -0.385 -1.611  -0.44
B 0.192 0.380 -2.629  -0.14
N -1.087 -0.502 -2.537  0.50
C -1.545 -1.315 -3.526  -0.24
Pt -2.096 0.642 0.130  0.64
H -0.992 -1.495 -4.434  0.49
C -2.776 -1.823 -3.160  -0.98
H -3.361 -2.538 -3.703  0.46
C -3.123 -1.232 -1.946  -0.04
H 0.261 0.666 -3.803  -0.05
C 2.374 1.228 2.622  -0.81
H 2.990 1.917 3.213  0.34
H 1.306 1.358 2.855  0.09
H 2.496 1.460 1.556  0.14
N 1.625 -0.182 -2.275  0.59
N -0.122 1.763 -1.956  0.52
N 1.930 -1.120 -1.333  -0.33
N -0.906 1.997 -0.856  -0.42
C 2.775 0.268 -2.848  0.03
C 0.261 2.963 -2.468  -0.17
H 2.705 0.829 -3.764  0.45
H 0.777 2.987 -3.416  0.42
C 3.847 -0.264 -2.136  -0.65
C -0.203 3.969 -1.634  -1.09
C 3.259 -1.098 -1.158  -0.35
C -0.895 3.335 -0.596  -0.07
H 4.890 -0.047 -2.243  0.47
H -0.053 5.026 -1.772  0.44
H 3.741 -1.655 -0.352  0.48
H -1.399 3.753 0.271  0.45
H 2.690 0.228 2.844  0.24
C -3.289 -2.851 2.329  -1.07
Si -1.609 -2.051 2.071  0.30
C -0.498 -2.436 3.545  -1.09
C -0.835 -2.835 0.551  -0.62
C -1.752 -0.162 1.886  0.09
Si -3.428 0.833 2.083  -0.12
C -3.649 0.477 3.934  -1.06
C -3.477 2.728 2.024  -1.27
C -4.995 0.188 1.230  -0.99
H -3.141 -3.836 2.799  0.41
H -3.798 -3.008 1.370  0.31
H -3.965 -2.271 2.966  0.30
H -0.665 -3.475 3.867  0.36
H 0.559 -2.318 3.269  0.31
H -0.698 -1.762 4.389  0.33
H -1.605 -3.090 -0.190  0.26
H -0.117 -2.164 0.060  -0.04
H -0.306 -3.763 0.815  0.45
H -0.932 0.310 2.464  0.36
H -2.791 0.883 4.484  0.33
H -4.559 0.981 4.286  0.41
H -3.728 -0.592 4.154  0.38
H -3.656 3.135 1.023  0.43
H -4.295 3.057 2.678  0.38
H -2.547 3.175 2.393  0.36
H -4.950 0.263 0.137  0.39
H -5.198 -0.853 1.491  0.29
H -5.844 0.793 1.564  0.42

=====

Record 3
This record from OMol25 describes 5 unconnected molecules or ions with the total composition C17H34BCl4F4NO3S at a distorted geometry. The level of theory is wB97M-V/def2-TZVPD.

Computed properties:
Gap between HOMO and LUMO in eV: 3.14
Total charge: -2
Highest occupied orbital energy in eV: -0.3

Each line ends with the Mulliken charge.
Positions of all 65 atoms, in Å:
C -4.159 -8.056 1.883  -1.69
C -3.904 -8.501 0.403  1.28
C -5.327 -8.423 -0.390  -1.18
C -5.699 -7.013 -0.790  -0.74
C -4.688 -6.239 -1.616  -1.20
C -3.241 -6.417 -1.052  1.59
N -3.007 -7.857 -0.579  0.23
O -1.622 -8.244 -0.332  -0.88
C -3.037 -5.415 0.120  -1.86
C -2.362 -6.010 -2.338  -1.78
C -3.660 -10.006 0.509  -1.81
H -4.894 -8.658 2.416  0.40
H -4.526 -7.033 1.963  0.37
H -3.247 -8.112 2.477  0.38
H -6.088 -8.985 0.152  0.48
H -5.356 -8.916 -1.362  0.38
H -5.876 -6.535 0.173  0.29
H -6.631 -6.981 -1.354  0.35
H -4.965 -5.185 -1.591  0.31
H -4.736 -6.529 -2.665  0.52
H -2.246 -5.852 0.730  0.41
H -3.942 -5.257 0.707  0.28
H -2.606 -4.453 -0.159  0.47
H -1.414 -5.570 -2.030  0.42
H -2.912 -5.324 -2.983  0.39
H -2.004 -6.810 -2.986  0.38
H -4.605 -10.533 0.642  0.35
H -2.798 -10.302 1.106  0.37
H -3.295 -10.281 -0.480  0.49
B 4.640 1.257 -2.739  0.58
F 5.576 0.749 -3.610  -0.42
F 3.714 1.946 -3.360  -0.37
F 4.033 0.225 -1.992  -0.44
F 5.177 2.162 -1.958  -0.36
C 3.085 7.245 3.511  -0.57
C 3.496 8.716 3.367  -0.56
C 3.532 9.385 4.825  -0.63
S 2.662 8.229 5.992  1.05
O 1.461 8.926 6.389  -0.64
O 3.552 7.632 7.025  -0.64
C 2.179 7.049 4.629  -0.70
H 4.000 6.663 3.616  0.31
H 2.589 6.805 2.646  0.34
H 2.917 9.248 2.612  0.31
H 4.523 8.711 3.003  0.28
H 3.167 10.371 5.114  0.42
H 4.538 9.250 5.223  0.27
H 1.194 7.406 4.329  0.32
H 1.984 6.074 5.074  0.45
Cl -3.147 3.930 -0.783  -0.19
C -2.700 2.452 -1.682  -0.45
C -3.101 2.533 -3.175  -0.36
Cl -4.843 2.442 -3.205  -0.19
H -3.325 1.680 -1.233  0.28
H -1.711 2.067 -1.433  0.37
H -2.826 1.702 -3.824  0.28
H -2.820 3.458 -3.678  0.27
Cl 9.969 6.836 -1.895  -0.19
C 9.061 7.422 -3.276  -0.39
C 8.358 8.857 -2.986  -0.44
Cl 7.306 9.365 -4.372  -0.21
H 8.362 6.670 -3.642  0.35
H 9.806 7.599 -4.052  0.27
H 8.927 9.746 -2.713  0.35
H 7.512 8.687 -2.321  0.26

=====

Number 1: electronic energy -38839.234 eV. Number 2: electronic energy -46764.821 eV. Number 3: electronic energy -98287.149 eV.